No. 1
{
  "formula": "C16H28Cl2F14HfNO12P2S2",
  "method": "wB97M-V/def2-TZVPD",
  "homo_lumo_gap_ev": [6.0, 6.8],
  "total_energy_ha": -5429.824250,
  "max_force_ev_per_a": 9.6,
  "mol_weight_g_mol": 1067.8,
  "e_homo_ha": [-0.3205, -0.3499],
  "multiplicity": 2,
  "symbols": ["Hf", "P", "F", "F", "F", "F", "F", "F", "P", "F", "F", "F", "F", "F", "F", "N", "S", "O", "O", "F", "S", "O", "O", "F", "Cl", "C", "C", "Cl", "H", "H", "H", "H", "C", "O", "C", "C", "O", "C", "H", "H", "H", "H", "H", "H", "H", "H", "H", "H", "C", "O", "C", "C", "O", "C", "H", "H", "H", "H", "H", "H", "H", "H", "H", "H", "C", "C", "C", "O", "C", "C", "C", "O", "O", "O", "H", "H", "H", "H"],
  "positions_angstrom": [[-1.9485, -1.0855, 1.5144], [-4.4030, -2.3860, -1.3467], [-5.0825, -3.3416, -0.2335], [-3.3133, -3.6173, -1.5036], [-5.1994, -3.0367, -2.5407], [-3.6056, -1.3816, -2.3328], [-5.5236, -1.2241, -1.2828], [-3.4747, -1.7966, -0.1446], [-0.1880, 0.8495, -0.1855], [-1.4081, -0.2188, -0.5348], [0.6532, 0.7404, -1.5405], [-0.9855, 2.1551, -0.7242], [1.0782, 1.6774, 0.4722], [-1.0262, 0.9782, 1.1318], [0.3007, -0.6233, 0.1663], [-0.1983, -1.7238, 2.7051], [0.4688, -3.0454, 3.4264], [0.2561, -3.2575, 4.8817], [1.5661, -3.7253, 2.7311], [-0.7608, -3.8725, 2.8387], [1.3398, -1.0215, 3.1159], [2.4587, -1.1568, 2.1349], [1.7681, -0.8123, 4.4922], [0.7450, 0.4063, 2.7274], [-0.4571, 6.6591, 0.5002], [0.5559, 5.1872, 0.2434], [1.1275, 4.5891, 1.5107], [-0.0534, 3.6354, 2.3942], [1.5142, 5.4737, -0.1898], [-0.0632, 4.5089, -0.3439], [1.4248, 5.3871, 2.1911], [1.9935, 3.9703, 1.2759], [5.4606, 1.7838, -4.4832], [4.0902, 1.7168, -4.4586], [3.3896, 1.5488, -3.2238], [2.8276, 2.8266, -2.6395], [3.8339, 3.9051, -2.4014], [4.5960, 3.6765, -1.1924], [5.8768, 2.0803, -5.4459], [5.8860, 0.7989, -4.2904], [5.7893, 2.6224, -3.8694], [3.9727, 0.9765, -2.5023], [2.5805, 0.8468, -3.4254], [2.2078, 2.6718, -1.7563], [2.1615, 3.3947, -3.2887], [5.2663, 4.5222, -1.0385], [5.2673, 2.8358, -1.3678], [3.8614, 3.5123, -0.4042], [-1.5100, 0.6691, 4.5443], [-2.2455, 0.4498, 3.2913], [-3.1269, 1.5676, 3.1049], [-4.3100, 1.2684, 2.1784], [-3.7153, 0.7438, 0.9428], [-4.1123, 1.5804, -0.1891], [-0.9446, 1.5984, 4.4752], [-0.7697, -0.1237, 4.6515], [-2.0433, 0.6107, 5.4931], [-2.4517, 2.3137, 2.6858], [-3.6328, 1.9217, 4.0031], [-4.9344, 2.1357, 1.9639], [-4.9722, 0.4815, 2.5395], [-3.9809, 2.6504, -0.0282], [-5.1444, 1.4009, -0.4901], [-3.5489, 1.5153, -1.1200], [0.6429, -4.6620, -2.6447], [0.1943, -3.6328, -1.8628], [-0.2551, -3.8240, -0.4007], [-0.7334, -3.0109, 0.4112], [-0.0106, -5.2043, -0.0052], [0.4979, -6.1574, -0.7372], [0.9394, -5.9938, -2.1481], [1.4629, -6.8802, -2.9133], [0.5038, -7.4294, -0.2301], [-0.0593, -2.3713, -2.3730], [1.0146, -4.4432, -3.6348], [-0.4468, -5.5640, 0.9150], [0.8653, -8.0113, -0.9026], [0.2005, -2.2093, -3.2829]],
  "lowdin_spin": [0.828, 0.001, 0.001, 0.000, 0.000, 0.000, 0.000, 0.030, 0.001, 0.006, 0.000, 0.000, 0.000, 0.012, 0.031, 0.006, 0.003, 0.001, 0.000, 0.002, 0.004, 0.005, 0.001, 0.002, 0.000, 0.000, 0.000, 0.000, 0.000, 0.000, 0.000, 0.000, 0.000, 0.000, 0.000, 0.000, 0.000, 0.000, 0.000, 0.000, 0.000, 0.000, 0.000, 0.000, 0.000, 0.000, 0.000, 0.000, 0.001, 0.026, 0.003, 0.009, 0.017, 0.000, 0.000, 0.000, 0.000, 0.000, 0.000, 0.000, 0.004, 0.000, 0.000, 0.000, 0.000, 0.000, 0.001, 0.003, 0.000, 0.000, 0.000, 0.001, 0.000, 0.000, 0.000, 0.000, 0.000, 0.000]
}

No. 2
{
  "formula": "C16H28F4N2NiO21P2S4",
  "method": "wB97M-V/def2-TZVPD",
  "homo_lumo_gap_ev": [6.0, 5.6],
  "total_energy_ha": -6499.381074,
  "max_force_ev_per_a": 7.0,
  "mol_weight_g_mol": 909.3,
  "charge": -2,
  "e_homo_ha": [-0.0733, -0.0724],
  "multiplicity": 3,
  "symbols": ["Ni", "N", "S", "O", "O", "F", "S", "O", "O", "F", "N", "S", "O", "O", "F", "S", "O", "O", "F", "C", "C", "C", "O", "C", "C", "C", "O", "O", "O", "H", "H", "C", "O", "P", "O", "O", "C", "O", "C", "H", "H", "H", "H", "H", "H", "H", "H", "H", "C", "O", "P", "O", "O", "C", "O", "C", "H", "H", "H", "H", "H", "H", "H", "H", "H", "C", "C", "C", "O", "C", "H", "H", "H", "H", "H", "H", "H", "H"],
  "positions_angstrom": [[1.6547, -0.3752, 0.4077], [0.1563, 0.7515, 0.8514], [-1.3855, 0.6295, 1.1002], [-2.0655, 0.0027, 0.0138], [-2.1608, 1.4684, 2.0108], [-1.0972, -0.6050, 2.0706], [0.2026, 2.5509, 0.8609], [0.1768, 3.2202, 2.1343], [-0.4668, 3.1778, -0.2853], [1.7910, 2.5871, 0.3941], [1.7912, -2.2922, 0.8330], [3.2772, -3.1459, 1.0622], [3.5572, -4.2793, 0.1671], [3.7934, -3.2428, 2.3934], [4.1984, -1.9091, 0.5618], [0.8779, -3.3253, 1.5605], [0.5004, -2.9918, 2.9381], [1.0012, -4.7424, 1.2409], [-0.3625, -2.9048, 0.6810], [1.8449, 0.3996, -3.7767], [2.6552, 1.1855, -4.7400], [3.9892, 1.7874, -4.1014], [4.8455, 2.3262, -4.7895], [4.2810, 1.5972, -2.6629], [3.3404, 0.9789, -1.8601], [2.1849, 0.2147, -2.4602], [1.3467, -0.4880, -1.7845], [3.7598, 0.7246, -0.6232], [2.4943, 1.3144, -6.0063], [1.0073, -0.1174, -4.2211], [5.1772, 2.0192, -2.2324], [3.6570, -1.2452, 4.9095], [3.9765, -0.0477, 4.2496], [2.8695, 0.7327, 3.5320], [2.2802, -0.0008, 2.3525], [1.7994, 1.0423, 4.7233], [0.6436, 0.2464, 4.9884], [3.6155, 2.1489, 3.3130], [4.8076, 2.2389, 2.5487], [4.5458, -1.8349, 4.6853], [2.7352, -1.7571, 4.6331], [3.5949, -1.1346, 5.9921], [0.8749, -0.7415, 4.5901], [-0.2074, 0.6702, 4.4552], [0.4362, 0.2490, 6.0585], [5.1875, 1.3050, 2.1344], [5.5296, 2.7338, 3.1982], [4.6947, 2.9351, 1.7177], [-5.9869, 2.8159, -2.7137], [-4.6849, 2.3791, -2.3667], [-3.3036, 3.1205, -2.8355], [-3.2941, 3.3909, -4.2906], [-3.3146, 4.4843, -1.9715], [-3.3850, 4.3813, -0.5333], [-2.1594, 2.0600, -2.1985], [-1.4138, 1.1523, -3.0134], [-6.3316, 3.5956, -2.0345], [-6.5613, 1.9054, -2.5429], [-6.0723, 3.2422, -3.7133], [-2.4427, 4.7443, -0.1229], [-3.6210, 3.4255, -0.0654], [-4.1101, 5.1373, -0.2320], [-1.7637, 0.9383, -4.0233], [-1.1454, 0.2023, -2.5511], [-0.5008, 1.6739, -3.3004], [-3.3734, -5.1021, -1.1822], [-3.7096, -3.7056, -1.7581], [-2.8674, -2.7827, -0.8857], [-2.8634, -3.3948, 0.3520], [-3.3778, -4.7547, 0.3342], [-2.4275, -5.4332, -1.6109], [-4.1707, -5.7841, -1.4778], [-4.7567, -3.4134, -1.6779], [-3.4886, -3.4912, -2.8037], [-3.2115, -1.7515, -0.8055], [-1.8739, -2.8347, -1.3311], [-4.4304, -4.8256, 0.6083], [-2.7646, -5.4326, 0.9280]],
  "lowdin_spin": [1.794, 0.019, 0.003, 0.000, 0.008, 0.000, 0.005, 0.003, 0.006, 0.003, 0.021, 0.004, 0.005, 0.003, 0.003, 0.002, 0.000, 0.006, -0.001, 0.002, 0.000, 0.001, 0.001, 0.002, 0.000, 0.004, 0.051, 0.021, 0.000, 0.000, 0.000, 0.000, 0.002, 0.003, 0.025, 0.001, 0.000, 0.000, 0.000, 0.000, 0.000, 0.000, 0.000, 0.000, 0.000, 0.000, 0.000, 0.000, 0.000, 0.000, 0.000, 0.000, 0.000, 0.000, 0.000, 0.000, 0.000, 0.000, 0.000, 0.000, 0.000, 0.000, 0.000, 0.000, 0.000, 0.000, 0.000, 0.000, 0.000, 0.000, 0.000, 0.000, 0.000, 0.000, 0.000, 0.000, 0.000, 0.000]
}

No. 3
{
  "formula": "C16H28KN6SbSe4",
  "method": "wB97M-V/def2-TZVPD",
  "e_above_lowest_kj_mol": 70.35,
  "homo_lumo_gap_ev": 4.3,
  "total_energy_ha": -11400.985629,
  "max_force_ev_per_a": 4.4,
  "mol_weight_g_mol": 781.1,
  "charge": -2,
  "e_homo_ha": -0.0207,
  "symbols": ["K", "C", "N", "C", "C", "N", "C", "C", "C", "C", "C", "C", "N", "C", "N", "C", "C", "N", "C", "C", "N", "C", "C", "H", "H", "H", "H", "H", "H", "H", "H", "H", "H", "H", "H", "H", "H", "H", "H", "H", "H", "H", "H", "H", "H", "H", "H", "H", "H", "H", "H", "Se", "Sb", "Se", "Se", "Se"],
  "positions_angstrom": [[-1.8975, 1.7490, 0.3448], [1.2916, 3.1369, 2.0866], [1.1484, 1.8617, 2.7474], [0.1221, 1.8561, 3.7915], [1.3875, 0.7225, 2.0344], [0.4004, -0.1630, 1.8409], [0.6518, -1.3685, 1.3021], [1.6424, -2.1834, 1.9002], [1.9642, -3.4577, 1.4912], [1.4000, -4.0321, 0.4298], [0.2985, -3.3033, -0.2091], [-0.0306, -2.0092, 0.2071], [-1.3451, -1.5626, -0.2370], [-1.4878, -1.2833, -1.4948], [-2.7032, -1.4337, -2.1117], [-3.7173, -2.2572, -1.5214], [-3.1712, -0.3928, -3.0504], [-0.4391, -1.0081, -2.3757], [-0.2776, -1.7284, -3.6322], [0.3445, 0.2118, -2.2209], [2.6097, 0.5960, 1.3867], [3.8515, 0.9105, 2.0329], [2.7404, -0.1457, 0.1494], [1.6744, 3.9022, 2.7677], [0.3251, 3.4968, 1.6905], [1.9468, 2.9111, 1.2096], [0.2673, 2.7282, 4.4285], [0.2614, 0.9822, 4.4533], [-0.8852, 1.9470, 3.4444], [2.0394, -1.7529, 2.7957], [2.7547, -3.9916, 2.0791], [1.4664, -5.0825, 0.2342], [-0.3185, -3.8498, -0.9333], [-3.3061, -2.6163, -0.5938], [-3.9777, -3.0983, -2.2206], [-4.6136, -1.6950, -1.3491], [-2.2567, 0.1605, -3.3121], [-3.8831, 0.2425, -2.5622], [-3.6164, -0.8577, -3.9576], [-0.5651, -2.7415, -3.4241], [0.7571, -1.7214, -3.8665], [-0.8865, -1.2975, -4.4745], [0.0885, 0.6688, -1.2298], [0.1293, 0.9794, -2.9839], [1.4361, -0.0453, -2.2279], [3.7721, 0.6920, 3.0924], [4.2357, 1.9422, 1.8765], [4.5988, 0.2298, 1.6342], [1.7911, -0.0809, -0.3652], [3.0587, -1.1952, 0.3333], [3.4197, 0.3844, -0.5190], [-3.8982, 7.2450, -0.6130], [-2.9953, 5.0051, -0.2263], [-0.5088, 4.5413, -0.9316], [-2.8737, 4.1868, 2.2083], [-4.2215, 3.0651, -1.3490]],
  "nbo_charge": [0.861, -0.427, -0.450, -0.401, 0.653, -0.619, 0.252, -0.288, -0.231, -0.274, -0.218, 0.067, -0.565, 0.629, -0.444, -0.408, -0.406, -0.500, -0.389, -0.401, -0.471, -0.393, -0.424, 0.190, 0.269, 0.206, 0.200, 0.189, 0.228, 0.198, 0.192, 0.197, 0.203, 0.238, 0.167, 0.199, 0.217, 0.237, 0.176, 0.201, 0.195, 0.177, 0.214, 0.214, 0.179, 0.199, 0.192, 0.191, 0.240, 0.203, 0.191, -0.830, 1.062, -1.039, -1.021, -1.027]
}